{"formula": "C2H4NP", "method": "ωB97M-V/def2-TZVPD", "symbols": ["C", "C", "N", "P", "H", "H", "H", "H"], "coordinates": [[0.4062, -0.6645, -0.0614], [-0.7322, 0.3543, -0.2829], [-0.9059, 1.4400, 0.2400], [2.0591, 0.1924, 0.2476], [0.2451, -1.3909, 0.7497], [0.4096, -1.3700, -0.9180], [-1.3898, -0.2617, -0.8665], [-0.0920, 1.7003, 0.8915]], "nbo_charge": [-0.885, 0.142, -0.580, 0.324, 0.259, 0.240, 0.162, 0.338], "e_tot_ha": -474.5793, "homo_lumo_gap_ev": [7.2, 7.2], "e_homo_ev": [-8.58, -8.53]}



{"formula": "C41H128CrO32", "method": "ωB97M-V/def2-TZVPD", "symbols": ["Cr", "C", "C", "C", "O", "H", "H", "H", "H", "H", "H", "H", "C", "C", "C", "O", "H", "H", "H", "H", "H", "H", "H", "C", "C", "O", "H", "H", "H", "H", "H", "H", "C", "C", "O", "H", "H", "H", "H", "H", "H", "C", "C", "O", "H", "H", "H", "H", "H", "H", "C", "C", "O", "H", "H", "H", "H", "H", "H", "C", "C", "O", "H", "H", "H", "H", "H", "H", "C", "C", "O", "O", "H", "H", "H", "H", "H", "H", "C", "C", "O", "O", "H", "H", "H", "H", "H", "H", "C", "C", "O", "O", "H", "H", "H", "H", "H", "H", "C", "C", "O", "O", "H", "H", "H", "H", "H", "H", "C", "C", "O", "O", "H", "H", "H", "H", "H", "H", "C", "C", "O", "O", "H", "H", "H", "H", "H", "H", "C", "C", "O", "O", "H", "H", "H", "H", "H", "H", "C", "C", "O", "O", "H", "H", "H", "H", "H", "H", "C", "O", "H", "H", "H", "H", "C", "O", "H", "H", "H", "H", "C", "O", "H", "H", "H", "H", "C", "O", "H", "H", "H", "H", "C", "O", "H", "H", "H", "H", "C", "O", "H", "H", "H", "H", "C", "O", "H", "H", "H", "H", "C", "O", "H", "H", "H", "H", "C", "O", "H", "H", "H", "H"], "coordinates": [[0.5102, 0.6386, 2.6946], [1.5955, -0.9621, 6.4848], [1.7388, 0.0770, 5.3722], [3.0704, 0.7915, 5.6234], [1.6180, -0.3751, 4.0276], [1.5052, -0.5340, 7.5155], [2.3465, -1.7792, 6.4675], [0.7143, -1.5354, 6.3445], [0.8734, 0.7469, 5.5478], [3.0301, 1.4028, 6.5377], [3.3160, 1.3971, 4.7436], [3.8388, 0.0130, 5.8433], [-0.4307, -2.4134, 0.6271], [-0.9947, -0.9635, 0.7684], [-2.4218, -0.9081, 0.0470], [-1.0068, -0.5215, 2.1028], [0.5954, -2.5567, 0.8526], [-0.6717, -2.8013, -0.3682], [-1.0285, -3.0347, 1.3097], [-0.3376, -0.2946, 0.2727], [-2.6616, 0.1695, 0.0559], [-3.2614, -1.3676, 0.6022], [-2.4159, -1.3907, -0.9474], [-1.8460, -7.3516, -2.7437], [-0.5847, -6.9579, -3.4040], [-0.1287, -5.7080, -2.8760], [-1.7896, -7.1729, -1.6111], [-1.9197, -8.4550, -2.9241], [-2.6554, -6.6731, -3.1326], [-0.5040, -6.9589, -4.5408], [0.1530, -7.6889, -3.1146], [0.5853, -5.4465, -3.4597], [-5.0954, 1.0945, -3.5653], [-3.7822, 0.5575, -4.0091], [-3.8315, -0.8799, -4.1723], [-5.8564, 0.8556, -4.2898], [-5.1456, 2.2509, -3.5477], [-5.4181, 0.7013, -2.5972], [-2.9764, 0.8574, -3.3185], [-3.5875, 0.9399, -4.9962], [-3.1246, -1.2213, -4.7068], [-1.4217, 3.8960, -1.2894], [-2.6945, 3.3139, -0.7925], [-2.3748, 2.6536, 0.4962], [-0.5850, 3.2968, -1.3852], [-1.0977, 4.8644, -0.7527], [-1.6994, 4.1759, -2.3088], [-3.0259, 2.4820, -1.4502], [-3.5404, 4.0704, -0.6987], [-3.1638, 2.1836, 0.8510], [1.7851, 4.3418, -3.0617], [1.6520, 2.7791, -2.9617], [2.9134, 2.1218, -2.9026], [0.7631, 4.6524, -3.1644], [2.3471, 4.6749, -3.8879], [2.2627, 4.7160, -2.1337], [1.2167, 2.3678, -3.8833], [1.0240, 2.6558, -2.0686], [3.2629, 2.1023, -1.9799], [3.8219, 7.1105, -2.6952], [4.9891, 6.0440, -2.7922], [5.7819, 5.9291, -1.6395], [4.1995, 8.0810, -2.3984], [3.0059, 6.8634, -1.9821], [3.4290, 7.1727, -3.7697], [5.5811, 6.3856, -3.6639], [4.6064, 5.0533, -3.0055], [6.1014, 6.7919, -1.3520], [-1.7531, -2.5412, 4.8700], [-2.2887, -1.6515, 5.9943], [-1.8061, -0.2701, 6.0817], [-2.2130, -2.0645, 3.6107], [-2.1076, -3.5734, 5.0924], [-0.6309, -2.5769, 4.9631], [-2.0668, -2.0432, 7.0190], [-3.4025, -1.6850, 5.9249], [-1.8804, 0.2275, 5.3124], [-1.4733, -1.5023, 3.0806], [3.3815, -0.1928, -6.6072], [1.9491, 0.3621, -6.5371], [1.2334, 0.1173, -5.3254], [3.5005, -1.5621, -6.3172], [3.8444, 0.3245, -5.6695], [3.9326, 0.0684, -7.5050], [1.3805, -0.1468, -7.3496], [1.9196, 1.4151, -6.8428], [1.8668, 0.1054, -4.5801], [4.1544, -1.7567, -5.6187], [-0.8253, 3.2604, 6.3941], [-0.5009, 3.3108, 4.9114], [-0.9673, 2.2353, 4.0630], [-0.2127, 2.1784, 7.0450], [-1.9399, 3.2488, 6.5448], [-0.4625, 4.1866, 6.8697], [0.6058, 3.2228, 4.9033], [-0.8137, 4.2683, 4.4572], [-1.8802, 2.4428, 3.8126], [-0.6454, 1.3306, 6.8969], [-4.3038, 0.2895, 3.2437], [-5.1991, -0.8412, 2.7405], [-5.8319, -0.2352, 1.6129], [-3.3929, 0.7124, 2.2845], [-3.7396, -0.0248, 4.1456], [-4.8656, 1.1708, 3.4468], [-5.8825, -1.1533, 3.5551], [-4.5884, -1.7166, 2.4907], [-5.8605, -0.8759, 0.8438], [-2.5524, 0.1255, 2.2209], [-0.1279, -3.5644, -5.0710], [-0.4664, -2.3232, -4.2405], [-1.1920, -1.4101, -5.0714], [1.1219, -4.1426, -4.5952], [-0.1518, -3.2767, -6.1388], [-0.8632, -4.3940, -4.8922], [0.5076, -1.8821, -4.0022], [-1.0535, -2.5999, -3.3604], [-0.7254, -0.6034, -5.2081], [1.8263, -3.5112, -4.6605], [2.6863, -4.2519, 0.6489], [2.3763, -4.8663, -0.6715], [1.6573, -4.0669, -1.5860], [3.4330, -3.0777, 0.4182], [3.2694, -5.0284, 1.2174], [1.8410, -4.0923, 1.2446], [1.8389, -5.8256, -0.4504], [3.3366, -5.2132, -1.0831], [0.7687, -4.3432, -1.6725], [3.8190, -2.6735, 1.1710], [5.6430, 0.4868, 1.3416], [4.9554, 0.4460, -0.0818], [4.2736, 1.6028, -0.3616], [4.6912, 0.3755, 2.4316], [6.1306, 1.4879, 1.5053], [6.3852, -0.3289, 1.3595], [4.2920, -0.3930, -0.1828], [5.7273, 0.2816, -0.8106], [4.7190, 2.2289, 0.2483], [4.4225, -0.5275, 2.5239], [2.1739, 2.9033, 1.7943], [0.7997, 3.3922, 1.7545], [0.0634, 2.2098, 1.3856], [2.2384, 1.7930, 2.6763], [2.8678, 3.6748, 2.1780], [2.5058, 2.5881, 0.8157], [0.8144, 4.1811, 1.0387], [0.3867, 3.7926, 2.6987], [-0.8620, 2.4164, 1.0787], [3.0512, 1.2277, 2.5315], [6.0463, 4.6329, 2.2952], [5.4128, 4.0763, 1.1051], [6.2040, 3.9364, 3.0856], [7.0043, 5.0559, 1.9998], [5.4295, 5.4318, 2.6043], [5.3881, 4.7631, 0.4414], [-6.4148, 2.2939, -0.0655], [-5.1762, 2.1425, 0.5693], [-7.2330, 2.0048, 0.5394], [-6.5100, 3.3557, -0.2248], [-6.4536, 1.7243, -1.0144], [-5.1834, 1.2076, 0.9081], [-5.7273, -3.2552, -5.7998], [-6.2178, -2.6461, -4.6250], [-5.1614, -2.4632, -6.3444], [-5.0085, -4.0891, -5.7706], [-6.6311, -3.5115, -6.3070], [-5.5486, -2.0181, -4.3600], [-5.1177, -3.1358, -1.1549], [-5.3648, -2.7218, 0.1782], [-6.0234, -3.5215, -1.5973], [-4.7505, -2.2624, -1.7107], [-4.2011, -3.8122, -1.3329], [-4.9397, -3.3054, 0.8033], [3.7586, -2.8787, 3.9557], [3.4387, -1.8404, 3.0781], [3.2916, -2.8036, 4.9232], [3.4817, -3.8404, 3.5615], [4.9131, -2.8647, 4.1202], [2.6138, -1.3480, 3.4481], [-3.7785, 5.2854, 2.5619], [-2.6074, 4.6402, 3.0193], [-4.5858, 4.6245, 2.2559], [-4.2252, 5.7839, 3.4079], [-3.5256, 6.0871, 1.8293], [-2.2479, 4.1026, 2.2992], [5.8121, -0.4483, -3.8328], [4.9502, -1.5610, -3.9780], [6.6679, -0.6469, -3.1146], [6.2911, -0.2288, -4.8146], [5.3100, 0.4404, -3.5056], [4.1516, -1.3881, -3.4489], [1.9492, -0.6558, -1.4166], [2.5063, -1.5408, -2.3986], [0.9232, -0.2895, -1.7413], [1.8604, -1.1733, -0.4394], [2.5966, 0.1931, -1.3316], [2.3921, -2.4845, -2.1386], [-4.1978, -4.8117, 2.8297], [-3.4645, -4.0104, 1.9470], [-3.9907, -5.8663, 2.6438], [-3.9111, -4.6877, 3.8878], [-5.2266, -4.5610, 2.8166], [-2.9869, -3.3146, 2.5096]], "lowdin_spin": [3.748, 0.001, 0.008, 0.000, 0.045, 0.000, 0.000, 0.000, 0.002, 0.000, 0.000, 0.000, 0.002, 0.012, 0.000, 0.047, 0.001, 0.000, 0.000, 0.005, 0.000, 0.000, 0.000, 0.000, 0.000, 0.000, 0.000, 0.000, 0.000, 0.000, 0.000, 0.000, 0.000, 0.000, 0.000, 0.000, 0.000, 0.000, 0.000, 0.000, 0.000, 0.000, 0.000, 0.001, 0.000, 0.000, 0.000, 0.000, 0.000, 0.000, 0.000, 0.000, 0.000, 0.000, 0.000, 0.000, 0.000, 0.000, 0.000, 0.000, 0.000, 0.000, 0.000, 0.000, 0.000, 0.000, 0.000, 0.000, 0.000, 0.000, 0.001, 0.001, 0.000, 0.000, 0.000, 0.000, 0.000, 0.002, 0.000, 0.000, 0.000, 0.000, 0.000, 0.000, 0.000, 0.000, 0.000, 0.000, 0.001, 0.003, 0.036, 0.000, 0.000, 0.000, 0.000, 0.000, 0.001, 0.000, 0.000, 0.000, 0.000, 0.001, 0.000, 0.000, 0.000, 0.000, 0.000, 0.001, 0.000, 0.000, 0.000, 0.000, 0.000, 0.000, 0.000, 0.000, 0.000, 0.000, 0.000, 0.000, 0.000, 0.000, 0.000, 0.000, 0.000, 0.000, 0.000, 0.000, 0.000, 0.000, 0.000, 0.001, 0.000, 0.000, 0.000, 0.000, 0.000, 0.000, 0.003, 0.003, 0.028, 0.029, 0.000, 0.000, 0.000, 0.001, 0.002, 0.004, 0.000, 0.000, 0.000, 0.000, 0.000, 0.000, 0.000, 0.000, 0.000, 0.000, 0.000, 0.000, 0.000, 0.000, 0.000, 0.000, 0.000, 0.000, 0.000, 0.000, 0.000, 0.000, 0.000, 0.000, 0.000, 0.002, 0.000, 0.000, 0.000, 0.002, 0.000, 0.000, 0.000, 0.000, 0.000, 0.000, 0.000, 0.000, 0.000, 0.000, 0.000, 0.000, 0.001, 0.000, 0.000, 0.001, 0.000, 0.000, 0.000, 0.000, 0.000, 0.000, 0.000, 0.000], "e_tot_ha": -5090.7997, "spin_multiplicity": 5, "homo_lumo_gap_ev": [8.1, 9.1], "e_homo_ev": [-8.05, -9.00], "s2": 6.009}



{"formula": "C3H7NO2", "method": "ωB97M-V/def2-TZVPD", "symbols": ["C", "C", "N", "O", "C", "O", "H", "H", "H", "H", "H", "H", "H"], "coordinates": [[-0.4931, 1.9383, -0.7856], [-0.2601, 0.6519, -0.5188], [-1.3510, -0.2052, -0.9015], [-1.1869, -1.3789, -0.6361], [0.9630, 0.0893, 0.1702], [1.5493, -0.9888, -0.5173], [-1.4357, 2.2326, -1.2376], [-0.5722, -2.0141, 2.3818], [0.2247, 2.7215, -0.5573], [-0.7450, -2.0331, 1.6583], [0.6936, -0.1907, 1.1999], [1.7187, 0.8781, 0.2353], [0.8946, -1.7008, -0.4913]], "nbo_charge": [-0.273, 0.005, 0.129, -0.323, -0.116, -0.706, 0.219, -0.004, 0.208, -0.001, 0.186, 0.196, 0.482], "e_tot_ha": -323.5959, "homo_lumo_gap_ev": 8.6, "e_homo_ev": -9.43}



{"formula": "C9H10FN4O", "method": "ωB97M-V/def2-TZVPD", "symbols": ["C", "C", "C", "C", "C", "C", "C", "C", "C", "N", "N", "N", "N", "O", "F", "H", "H", "H", "H", "H", "H", "H", "H", "H", "H"], "coordinates": [[-0.0956, 0.5482, 4.4490], [-0.3668, 0.3477, 3.2928], [-1.1741, -0.7209, -2.2825], [-1.9824, -1.0197, -3.2526], [0.4165, -0.1294, 1.0151], [0.3471, 0.8151, 5.7774], [-0.8000, 0.0476, 1.9386], [-1.0106, -0.6797, -0.9178], [0.4138, -0.0007, -4.3799], [0.0879, -0.2279, -0.3873], [1.5359, 0.8558, 6.1734], [0.4110, -0.0921, -3.1121], [1.4879, 0.4264, -5.0403], [-2.4720, -1.1777, -4.2810], [-1.5439, -1.1203, 1.9284], [1.0778, 0.7288, 1.1509], [0.9529, -1.0314, 1.3330], [-0.4388, 1.0000, 6.5055], [-1.4705, 0.8396, 1.5722], [-1.8207, -1.0343, -0.2881], [-0.4333, -0.2535, -5.0247], [0.7954, 0.0415, -1.0748], [2.2664, 0.6764, 5.4890], [1.4861, 0.4909, -6.0432], [2.3300, 0.6696, -4.5411]], "nbo_charge": [0.038, -0.074, -0.252, 0.772, -0.253, 0.031, 0.135, 0.205, 0.256, -0.456, -0.508, -0.443, -0.753, -0.347, -0.347, 0.246, 0.243, 0.202, 0.207, 0.264, 0.193, 0.461, 0.343, 0.423, 0.415], "e_tot_ha": -742.6666, "total_charge": 1, "homo_lumo_gap_ev": 8.0, "e_homo_ev": -12.76}